A molecular structure, C39H40FGeIrN4O4P, computed with ωB97M-V with the def2-TZVPD basis set.

Results
* F_max: 1.06 eV/Å
* energy above the lowest of the compared OMol25 structures with the same formula, charge and spin: 0.9 kcal per mole
* LUMO energy: 1.9 eV

```
! RIJCOSX wB97M-V def2-TZVPD def2/J DEFGRID3
* xyz -1 1
Ir 0.905 0.441 0.497
Ge 1.960 -1.310 2.890
P 1.368 0.291 -3.020
F -2.938 0.739 -5.451
O -0.913 0.773 -0.942
O 1.856 0.129 -1.106
O -0.740 0.566 1.837
O -2.602 1.082 2.942
N -4.881 1.544 -0.357
N 3.941 0.985 -4.017
N 2.486 2.879 -3.489
N 2.190 1.656 -5.564
C 3.874 2.238 -3.357
C 4.218 -4.743 1.758
C -6.940 2.482 -1.283
C -2.544 0.845 -3.131
C 3.466 -3.818 2.469
C -6.570 2.525 1.185
C -4.025 1.364 0.684
C 3.534 1.121 -5.408
C 4.402 -1.011 7.010
C -1.968 -1.983 4.322
C 0.226 -2.114 3.307
C -3.399 0.933 -4.191
C -1.948 0.901 1.903
C -5.266 1.417 -2.767
C 4.103 -3.324 -0.174
C 4.542 -4.494 0.430
C 2.938 -1.204 4.617
C 4.261 -0.756 4.623
C 2.369 -1.554 5.840
C -6.319 1.751 -0.102
C -2.259 -3.269 3.885
C -3.050 1.059 -1.844
C 2.042 0.352 1.905
C -6.728 1.709 -2.571
C 1.460 2.135 -2.668
C 3.185 -0.056 -3.279
C -0.734 -1.415 4.037
C -2.704 1.082 0.593
C 3.017 -2.637 1.874
C 3.089 -1.459 7.026
C 4.988 -0.659 5.801
C 1.201 0.723 -4.936
C 2.122 2.934 -4.965
C -4.407 1.343 -1.652
C -1.316 -3.976 3.153
C -0.086 -3.399 2.865
C -4.748 1.219 -4.029
C 3.344 -2.401 0.538
C -2.106 0.959 -0.706
H 6.015 -0.310 5.777
H 2.970 0.932 2.014
H 4.966 -0.937 7.932
H 3.309 -1.003 -3.810
H 1.240 -0.208 -5.512
H -1.493 0.598 -3.239
H 1.747 2.204 -1.621
H 5.129 -5.213 -0.130
H 1.112 3.343 -5.020
H 2.547 3.832 -3.134
H 0.496 2.619 -2.844
H 2.835 3.620 -5.433
H -0.548 -0.392 4.338
H -3.225 -3.711 4.101
H 4.058 2.127 -2.290
H -5.388 1.279 -4.900
H -6.795 0.764 -0.021
H 3.575 0.138 -5.875
H 3.229 -4.015 3.511
H 4.240 1.786 -5.919
H -1.542 -4.974 2.794
H 3.620 -0.165 -2.289
H 0.204 1.148 -5.112
H -7.113 2.263 -3.429
H 4.344 -3.130 -1.213
H 4.553 -5.656 2.239
H -7.290 0.769 -2.525
H 2.623 -1.737 7.965
H 1.344 -1.908 5.870
H -5.991 3.450 1.194
H -8.005 2.618 -1.084
H 4.567 2.953 -3.810
H -4.420 1.456 1.684
H -6.488 3.476 -1.358
H 0.636 -3.953 2.275
H -6.325 1.958 2.081
H 4.735 -0.483 3.685
H -7.629 2.779 1.236
H 2.969 -1.511 0.038
H -2.710 -1.400 4.852
*
```

From a Mulliken analysis of the wavefunction, the atomic charges in e read: Ir 0.76; Ge 1.76; P -0.06; F -0.37; O -0.67; O -0.66; O -0.43; O -0.81; N 0.25; N 0.13; N 0.22; N 0.14; C -0.81; C -0.65; C -1.02; C -0.58; C 0.05; C -1.81; C -0.31; C -0.93; C -0.35; C -0.71; C 0.06; C 0.18; C 0.18; C 1.26; C -0.37; C -0.49; C -0.15; C -0.34; C -0.10; C 0.55; C -0.47; C 0.25; C -0.84; C -1.07; C -0.82; C -0.81; C -0.37; C -0.49; C -0.59; C -0.63; C -0.62; C -1.13; C -0.83; C -0.57; C -0.64; C -0.19; C -0.88; C 0.23; C 1.03; H 0.36; H 0.42; H 0.34; H 0.32; H 0.40; H 0.49; H 0.62; H 0.35; H 0.36; H 0.34; H 0.17; H 0.36; H 0.45; H 0.35; H 0.41; H 0.48; H 0.12; H 0.37; H 0.40; H 0.33; H 0.37; H 0.49; H 0.41; H 0.43; H 0.41; H 0.37; H 0.31; H 0.37; H 0.25; H 0.37; H 0.38; H 0.32; H 0.65; H 0.32; H 0.29; H 0.53; H 0.31; H 0.44; H -0.39; H 0.38


A molecular structure, C39H41HgN11PS4Sb2, computed with ωB97M-V with the def2-TZVPD basis set.

Results
* F_max: 3.06 eV/Å
* energy above the lowest of the compared OMol25 structures with the same formula, charge and spin: 0.0 kcal per mole
* LUMO energy (spin up / spin down): 3.8 / 3.8 eV
* <S²>: 0.76

```
! RIJCOSX wB97M-V def2-TZVPD def2/J DEFGRID3
* xyz -2 2
Hg 0.576 -0.194 -1.653
Sb -1.069 0.914 2.107
Sb -4.743 0.147 -4.015
S -4.895 -2.188 -4.000
S -6.739 1.209 -3.594
S -4.023 1.264 0.258
S -3.361 0.331 -1.351
P 0.099 -4.529 -2.542
N -1.430 -3.039 -0.800
N -0.007 -2.030 -3.805
N 3.832 2.971 -0.589
N 2.548 -3.845 -3.703
N -1.443 -3.480 -4.696
N 1.775 3.679 -0.517
N 4.493 1.332 -3.061
N 1.976 3.383 -1.808
N 0.554 -3.462 0.096
N 3.672 2.429 -5.470
N 2.807 -4.915 -1.787
C -3.306 2.310 3.728
C 3.243 2.936 -1.770
C -4.259 2.543 4.700
C 0.618 0.971 3.459
C 1.931 -4.440 -2.722
C 2.982 0.761 3.845
C -1.427 -2.528 0.450
C 4.041 -4.619 -2.237
C 0.446 1.223 4.849
C -1.643 4.188 -0.606
C 3.740 2.417 -3.083
C -2.228 -4.686 -5.046
C -4.419 1.571 5.734
C 1.882 0.727 2.939
C 2.492 -5.696 -0.585
C -0.709 4.127 2.053
C 4.370 1.301 -5.442
C -2.075 -1.219 4.598
C 2.876 3.462 0.199
C 2.809 1.050 5.197
C -0.917 5.349 1.394
C 4.816 0.806 -4.235
C -0.441 -3.276 -3.782
C -0.803 -1.395 -4.720
C 2.096 0.448 1.512
C -1.700 -2.271 -5.257
C -0.948 2.943 1.384
C 3.358 3.010 -4.310
C -1.410 2.978 0.061
C -3.682 0.393 5.636
C 3.876 -3.932 -3.381
C -2.780 0.160 4.601
C -0.196 -2.716 1.001
C -2.589 -3.044 -1.673
C -1.359 5.361 0.064
C -0.222 -3.613 -0.975
C 1.534 1.245 5.741
C -0.224 4.157 3.491
C -2.521 1.176 3.691
H 2.735 3.890 -4.380
H -2.567 -2.005 -5.879
H 0.739 3.675 3.633
H -2.020 4.210 -1.625
H -2.625 -1.977 5.171
H 5.391 -0.118 -4.214
H -2.226 -1.887 0.817
H 2.971 3.714 1.244
H -3.439 -2.820 -1.073
H 4.327 0.722 -6.404
H -1.071 -1.109 4.989
H -1.552 2.066 -0.555
H -0.943 3.695 4.145
H -0.560 1.385 5.247
H -1.797 -5.552 -4.526
H 3.979 0.677 3.384
H 4.750 -3.489 -3.903
H -2.174 -4.855 -6.144
H 0.846 4.016 -0.231
H 1.696 -0.517 1.238
H 3.138 0.502 1.162
H -5.144 1.711 6.551
H -3.148 3.158 3.046
H -2.523 -2.225 -2.389
H 1.458 1.328 6.820
H 1.890 -5.122 0.081
H -0.606 6.263 1.883
H 3.425 -5.956 -0.120
H -4.788 3.473 4.649
H 1.981 -6.649 -0.864
H -0.796 -0.327 -4.827
H 3.604 1.124 5.923
H -0.107 5.147 3.868
H -2.863 -3.954 -2.208
H -3.277 -4.547 -4.707
H -3.824 -0.386 6.386
H -1.476 6.330 -0.399
H -2.043 -1.588 3.569
H 4.968 -4.910 -1.707
H 0.240 -2.354 1.955
H 1.556 1.103 0.820
*
```

From a Mulliken analysis of the wavefunction, the atomic charges in e read: Hg 0.36; Sb 0.54; Sb 0.31; S -0.70; S -0.72; S -0.22; S -0.16; P -0.59; N 0.55; N -0.04; N -0.68; N -0.43; N 0.44; N 0.46; N -0.46; N -0.76; N -0.32; N -0.63; N 0.30; C -0.34; C 0.40; C -0.79; C 0.86; C 0.28; C -0.86; C 0.12; C 0.01; C -0.31; C -1.01; C 0.36; C -0.90; C -0.74; C 0.75; C -0.78; C 1.00; C -0.22; C -1.10; C -0.25; C -0.71; C -0.84; C -0.13; C 0.18; C -0.79; C -1.05; C -0.49; C 1.06; C -0.24; C -0.78; C -0.62; C -0.70; C 0.56; C -1.02; C -0.82; C -0.67; C -0.23; C -0.91; C -1.22; C 0.57; H 0.46; H 0.42; H 0.14; H 0.48; H 0.45; H 0.40; H 0.46; H 0.53; H 0.42; H 0.33; H 0.28; H 0.07; H 0.18; H 0.28; H 0.35; H 0.36; H 0.32; H 0.35; H 0.34; H 0.00; H 0.36; H 0.31; H 0.38; H 0.15; H 0.42; H 0.30; H 0.37; H 0.34; H 0.47; H 0.28; H 0.47; H 0.36; H 0.52; H 0.21; H 0.23; H 0.35; H 0.33; H 0.04; H 0.34; H 0.54; H -0.24


A molecular structure, C39H41IrNO2P2, computed with ωB97M-V with the def2-TZVPD basis set.

Results
* F_max: 5.20 eV/Å
* energy above the lowest of the compared OMol25 structures with the same formula, charge and spin: 35.9 kcal per mole
* LUMO energy (spin up / spin down): -5.8 / -10.1 eV
* <S²>: 8.76

```
! RIJCOSX wB97M-V def2-TZVPD def2/J DEFGRID3
* xyz 2 6
Ir 1.310 -0.729 -5.297
P -0.139 -1.710 -6.568
P 1.431 0.806 -6.789
O 1.482 1.152 -3.625
O 0.846 -3.037 -1.968
N 1.353 -1.023 -3.137
C 1.273 -0.961 -0.758
C 0.727 -3.812 -8.412
C 1.145 -1.859 -2.008
C 1.703 0.399 -1.258
C -1.370 -2.729 -5.649
C -2.614 1.603 -3.764
C 1.543 0.256 -2.753
C 1.073 3.459 -5.993
C 3.117 1.836 -8.799
C 0.515 -4.573 -9.575
C -2.712 0.032 -1.763
C -1.155 2.632 -2.010
C 2.505 -0.187 -10.629
C -3.492 0.950 -2.666
C -2.193 -3.191 -3.417
C -1.078 -0.193 -7.031
C 2.335 0.740 -8.397
C 1.490 4.722 -5.567
C 2.869 -1.827 -5.763
C 3.702 3.850 -5.105
C 2.154 -0.334 -9.290
C -1.714 2.681 -3.233
C 1.991 2.412 -6.058
C -0.096 -2.698 -8.140
C -2.476 -3.385 -6.200
C -1.283 -3.118 -10.241
C 3.302 2.594 -5.569
C -3.501 -3.825 -5.352
C -0.501 -4.246 -10.482
C -1.181 -2.773 -4.269
C 3.487 1.983 -10.133
C -3.358 -3.721 -3.962
C -2.123 1.582 0.178
C -0.324 0.907 -7.279
C -2.214 0.264 -0.538
C 2.806 4.928 -5.142
C 3.142 0.986 -11.048
C -1.961 2.802 -0.755
C -1.064 -2.356 -9.097
H -1.513 3.500 -3.944
H -3.252 2.022 -4.558
H -2.587 -0.979 -2.169
H -0.219 -2.459 -3.877
H -2.538 -3.565 -7.274
H -4.219 0.302 -3.180
H -4.414 -4.246 -5.774
H 3.751 -1.407 -5.265
H 2.280 -0.988 -11.336
H 1.751 -1.288 -8.934
H -2.968 3.130 -1.050
H 1.521 -4.096 -7.722
H -2.079 -2.819 -10.925
H -2.069 -3.113 -2.339
H 3.138 5.921 -4.832
H -0.064 2.548 -1.857
H -2.019 0.797 -4.242
H 4.002 1.750 -5.544
H 4.715 3.988 -4.721
H 0.041 3.269 -6.278
H 1.997 -1.419 -0.067
H -3.020 1.763 0.806
H -2.152 -0.286 -7.243
H -1.685 -1.479 -8.955
H 3.029 -1.779 -6.846
H 0.780 5.545 -5.585
H 4.032 2.876 -10.440
H -1.879 -0.582 0.073
H 0.288 -0.888 -0.255
H 2.755 0.613 -1.019
H -4.146 -4.073 -3.298
H -1.273 1.564 0.881
H -1.521 3.635 -0.174
H 1.135 -5.447 -9.786
H -0.703 -4.865 -11.362
H 1.084 1.218 -0.868
H 3.439 2.567 -8.058
H 3.395 1.114 -12.094
H -4.070 1.709 -2.121
H -0.696 1.788 -7.805
H 2.688 -2.872 -5.470
*
```

From a Mulliken analysis of the wavefunction, the atomic charges in e read: Ir 1.80; P 0.43; P 0.92; O -0.48; O -0.59; N 0.10; C -0.37; C -0.30; C -0.01; C -0.10; C 0.38; C 0.39; C 0.22; C -0.60; C -0.54; C -0.76; C 0.32; C -0.64; C -0.81; C -1.13; C -0.04; C -1.13; C 0.57; C -0.77; C -1.28; C -0.77; C 0.07; C -0.70; C 0.25; C 0.21; C -0.67; C -0.82; C -0.15; C -0.65; C -0.57; C -0.67; C -0.74; C -0.90; C -0.71; C -1.00; C -0.41; C -0.54; C -0.56; C -0.88; C -0.16; H 0.46; H 0.54; H 0.21; H 0.01; H 0.42; H 0.50; H 0.44; H 0.43; H 0.49; H 0.12; H 0.31; H 0.43; H 0.46; H 0.75; H 0.42; H 0.68; H -0.44; H 0.48; H 0.48; H 0.37; H 0.38; H 0.41; H 0.89; H 0.48; H 0.42; H 0.45; H 0.44; H 0.72; H -0.09; H 0.40; H 0.44; H 0.34; H 0.47; H 0.42; H 0.43; H 0.18; H 0.39; H 0.40; H 0.41; H 0.84; H 0.42


The lowest F_max belongs to which entry? C39H40FGeIrN4O4P


Number 2 is which compound? C39H41HgN11PS4Sb2